Entry 1:
{"formula": "C24H52BBrClFNNa2O17V2", "method": "wB97M-V/def2-TZVPD", "symbols": ["C", "C", "C", "O", "O", "C", "C", "B", "F", "H", "H", "H", "H", "H", "H", "H", "H", "H", "H", "H", "O", "C", "O", "C", "C", "C", "H", "H", "H", "H", "H", "H", "H", "H", "Na", "O", "V", "O", "Br", "C", "C", "C", "O", "C", "O", "O", "H", "H", "H", "H", "H", "H", "C", "C", "C", "O", "H", "H", "H", "H", "H", "H", "H", "C", "C", "N", "C", "C", "C", "C", "C", "O", "C", "H", "H", "H", "H", "H", "H", "H", "H", "H", "H", "H", "H", "H", "H", "H", "H", "H", "H", "H", "H", "O", "Cl", "O", "O", "O", "O", "V", "O", "Na"], "coordinates": [[-4.97, 1.06, 2.52], [-3.96, 1.06, 1.39], [-2.59, 1.38, 1.88], [-1.68, 0.60, 1.70], [-2.41, 2.52, 2.56], [-2.24, 3.70, 1.72], [-3.56, 4.36, 1.42], [-3.29, 5.76, 0.68], [-3.13, 6.87, 1.65], [-4.92, 2.01, 3.02], [-4.71, 0.31, 3.25], [-5.97, 0.90, 2.17], [-3.91, 0.06, 0.99], [-4.29, 1.69, 0.59], [-1.62, 4.42, 2.23], [-1.72, 3.44, 0.82], [-4.10, 4.49, 2.35], [-4.14, 3.73, 0.77], [-2.31, 5.75, -0.04], [-4.28, 6.03, -0.04], [-0.65, 3.39, -2.11], [-0.51, 2.25, -1.84], [0.02, 1.86, -0.71], [0.06, 0.50, -0.26], [1.31, -0.20, -0.76], [-0.92, 1.22, -2.93], [-0.86, -0.02, -0.52], [0.08, 0.55, 0.82], [1.35, -0.26, -1.85], [1.36, -1.20, -0.35], [2.19, 0.36, -0.43], [-0.07, 1.12, -3.61], [-1.77, 1.60, -3.49], [-1.25, 0.20, -2.48], [-6.03, 6.71, 0.29], [-5.81, 9.48, -0.90], [-5.09, 10.41, -2.19], [-4.20, 11.23, -3.32], [-0.92, -1.20, -3.68], [5.41, -0.93, 3.23], [4.09, -1.60, 3.47], [4.04, -3.06, 3.08], [2.65, -3.24, 2.74], [2.17, -2.04, 2.35], [1.12, -1.87, 1.83], [3.05, -1.06, 2.63], [5.63, -0.90, 2.16], [5.38, 0.10, 3.57], [6.21, -1.45, 3.75], [3.79, -1.47, 4.51], [4.32, -3.73, 3.89], [4.64, -3.29, 2.20], [-11.38, 9.36, -2.49], [-10.12, 9.70, -1.61], [-9.80, 11.23, -1.85], [-9.12, 8.99, -2.04], [-11.20, 9.55, -3.55], [-11.65, 8.32, -2.36], [-12.21, 9.99, -2.16], [-10.41, 9.59, -0.56], [-9.60, 11.43, -2.90], [-8.94, 11.51, -1.25], [-10.66, 11.82, -1.53], [3.05, -5.01, -0.68], [3.42, -6.48, -0.73], [4.20, -6.91, -1.96], [3.35, -6.65, -3.16], [4.39, -8.40, -1.92], [5.24, -8.96, -0.80], [5.48, -6.14, -2.19], [6.51, -6.07, -1.08], [5.95, -5.46, 0.06], [6.54, -5.84, 1.31], [2.36, -4.73, -1.47], [2.54, -4.82, 0.27], [3.92, -4.36, -0.72], [2.51, -7.09, -0.74], [3.99, -6.77, 0.14], [2.40, -7.14, -3.02], [3.86, -7.05, -4.03], [3.22, -5.58, -3.28], [4.80, -8.69, -2.89], [3.38, -8.81, -1.86], [6.30, -8.93, -1.03], [4.97, -10.01, -0.67], [5.06, -8.49, 0.16], [5.16, -5.13, -2.44], [5.94, -6.59, -3.07], [7.32, -5.45, -1.46], [6.94, -7.04, -0.85], [7.53, -6.29, 1.19], [5.88, -6.54, 1.82], [6.63, -4.94, 1.92], [-0.30, 5.58, 1.50], [0.64, 6.46, 2.19], [0.75, 7.68, 1.42], [1.91, 5.81, 2.27], [0.12, 6.74, 3.50], [4.05, -13.57, 0.89], [3.80, -12.00, 1.41], [3.77, -10.30, 1.44], [-3.46, 8.86, 0.10]], "homo_ev": -8.32, "charge": 1, "mol_weight_g_mol": 919.705, "lumo_ev": -7.55, "orbital_gap_ev": 0.77}

Entry 2:
{"formula": "C25H35CaCl2N4O3Se", "method": "wB97M-V/def2-TZVPD", "symbols": ["O", "C", "C", "C", "H", "C", "H", "C", "H", "C", "H", "C", "H", "H", "C", "C", "H", "H", "H", "C", "C", "H", "H", "H", "H", "Ca", "Cl", "Cl", "C", "O", "N", "C", "C", "H", "H", "H", "H", "H", "H", "H", "H", "H", "C", "C", "N", "H", "C", "O", "H", "H", "H", "H", "C", "N", "C", "Se", "N", "C", "C", "C", "C", "C", "C", "H", "H", "H", "H", "H", "H", "H", "H"], "coordinates": [[-1.25, -0.10, 1.77], [-2.08, -0.88, 2.58], [-1.37, -1.32, 3.83], [0.01, -1.27, 3.93], [0.57, -0.86, 3.10], [0.67, -1.71, 5.08], [1.75, -1.67, 5.13], [-0.06, -2.21, 6.15], [0.44, -2.55, 7.04], [-1.45, -2.24, 6.07], [-2.03, -2.62, 6.90], [-2.09, -1.81, 4.92], [-3.18, -1.84, 4.86], [-2.96, -0.30, 2.89], [-3.65, -1.60, 0.76], [-2.60, -2.03, 1.73], [-4.33, -2.40, 0.47], [-3.19, -1.19, -0.14], [-4.25, -0.79, 1.19], [-2.11, -3.27, 1.84], [-2.49, -4.48, 1.05], [-1.37, -3.44, 2.61], [-2.90, -5.28, 1.66], [-1.62, -4.88, 0.52], [-3.23, -4.23, 0.29], [-0.55, -0.46, 0.06], [1.47, -1.35, 0.77], [-1.51, -2.55, -0.26], [0.60, -1.52, -2.40], [0.18, -0.47, -1.90], [1.15, -1.59, -3.62], [0.92, -0.56, -4.61], [2.01, -2.70, -3.99], [0.55, -2.47, -1.86], [0.34, 0.23, -4.16], [0.37, -0.97, -5.46], [1.87, -0.16, -4.97], [2.23, -3.30, -3.11], [2.95, -2.33, -4.40], [1.53, -3.33, -4.74], [-4.24, 2.16, -2.91], [-4.29, 4.14, -1.04], [-4.47, 1.57, -2.02], [-4.33, 3.34, -0.30], [-3.80, 2.12, -0.87], [-4.16, 0.55, -2.18], [-2.78, 1.47, -0.30], [-2.24, 0.47, -0.80], [-3.73, 3.62, 0.56], [-2.45, 1.87, 0.66], [-5.55, 1.57, -1.87], [-5.36, 3.20, 0.01], [3.11, 4.28, 0.85], [3.21, 3.20, -0.13], [2.28, 2.24, -0.39], [0.71, 2.16, 0.43], [2.69, 1.39, -1.36], [3.90, 1.83, -1.72], [4.75, 1.32, -2.70], [5.97, 1.97, -2.91], [6.32, 3.11, -2.15], [5.44, 3.60, -1.16], [4.22, 2.93, -0.98], [2.99, 3.85, 1.87], [2.23, 4.91, 0.62], [4.01, 4.92, 0.84], [2.20, 0.57, -1.77], [4.47, 0.45, -3.28], [6.66, 1.60, -3.67], [7.27, 3.60, -2.32], [5.71, 4.47, -0.58]], "homo_ev": -2.48, "charge": -1, "e_above_lowest_kj_mol": 412.1, "mol_weight_g_mol": 629.524, "lumo_ev": 2.25, "orbital_gap_ev": 4.74}

Entry 3:
{"formula": "C15H29STm", "method": "wB97M-V/def2-TZVPD", "symbols": ["C", "H", "H", "H", "C", "H", "H", "C", "H", "H", "H", "C", "C", "C", "C", "C", "C", "C", "C", "C", "C", "Tm", "H", "H", "H", "H", "H", "H", "H", "H", "H", "H", "H", "H", "H", "H", "H", "C", "S", "C", "H", "H", "H", "H", "H", "H"], "coordinates": [[0.33, 0.04, -2.58], [-0.12, -0.11, -3.56], [0.06, 1.07, -2.25], [-0.41, -0.85, -1.87], [1.85, -0.20, -2.58], [2.37, 0.26, -1.70], [2.05, -1.27, -2.50], [2.51, 0.35, -3.86], [3.59, 0.15, -3.88], [2.07, -0.12, -4.74], [2.37, 1.43, -3.96], [-0.27, 0.61, 1.85], [0.99, 1.20, 1.50], [0.76, 2.14, 0.43], [-0.64, 2.09, 0.09], [-1.27, 1.14, 0.97], [-2.74, 0.97, 1.14], [-1.34, 3.03, -0.82], [1.77, 3.04, -0.18], [2.28, 0.92, 2.17], [-0.53, -0.24, 3.03], [0.37, -0.11, -0.42], [-2.36, 2.69, -1.02], [-1.40, 4.04, -0.39], [-0.81, 3.11, -1.78], [-3.29, 1.29, 0.25], [-2.99, -0.08, 1.35], [-3.11, 1.57, 1.99], [0.32, -0.91, 3.24], [-0.68, 0.40, 3.92], [-1.43, -0.86, 2.90], [3.13, 1.18, 1.53], [2.35, 1.54, 3.09], [2.37, -0.13, 2.47], [1.64, 3.11, -1.27], [1.67, 4.06, 0.23], [2.79, 2.68, 0.03], [0.12, -3.65, 1.51], [-0.27, -2.70, 0.02], [-2.08, -2.64, 0.11], [1.04, -3.25, 1.95], [0.28, -4.69, 1.18], [-0.71, -3.60, 2.22], [-2.45, -3.48, -0.49], [-2.40, -2.74, 1.15], [-2.45, -1.70, -0.32]], "s2": 2.003, "homo_ev": [-15.14, -15.15], "spin_multiplicity": 3, "charge": 2, "mol_weight_g_mol": 410.398, "lumo_ev": [-7.85, -7.79], "orbital_gap_ev": [7.29, 7.36]}

Entry 4:
{"formula": "C4H9NO2", "method": "wB97M-V/def2-TZVPD", "symbols": ["C", "C", "C", "C", "N", "O", "O", "H", "H", "H", "H", "H", "H", "H", "H", "H"], "coordinates": [[-2.14, 0.16, -0.04], [-0.78, -0.22, -0.60], [0.18, -1.02, 0.28], [1.18, 0.11, 0.01], [1.83, 0.67, 1.13], [2.17, -0.16, -0.94], [0.14, 0.90, -0.62], [-2.02, 0.63, 0.94], [-2.77, -0.72, 0.06], [-2.64, 0.87, -0.71], [-0.89, -0.64, -1.61], [-0.13, -1.08, 1.33], [0.49, -2.01, -0.07], [2.46, 1.41, 0.84], [1.15, 1.03, 1.80], [1.78, 0.07, -1.79]], "smiles": "C[C@@H]1C[C@@](N)(O)O1", "homo_ev": -9.79, "charge": 0, "e_above_lowest_kj_mol": 132.9, "mol_weight_g_mol": 103.121, "lumo_ev": 0.93, "orbital_gap_ev": 10.72}

Entry 5:
{"formula": "C3H3NO", "method": "wB97M-V/def2-TZVPD", "symbols": ["O", "C", "C", "C", "N", "H", "H", "H"], "coordinates": [[-0.59, 0.62, -1.28], [-0.21, 0.58, 0.34], [-0.07, -0.91, 0.23], [0.56, 0.08, -0.78], [1.29, 0.94, -0.06], [-0.66, 1.40, 0.88], [-0.93, -1.49, -0.09], [0.63, -1.36, 0.93]], "homo_ev": -8.80, "charge": 0, "e_above_lowest_kj_mol": 606.4, "mol_weight_g_mol": 69.063, "lumo_ev": -0.05, "orbital_gap_ev": 8.75}

Entry 6:
{"formula": "C28H78O16", "method": "wB97M-V/def2-TZVPD", "symbols": ["C", "C", "C", "O", "H", "H", "H", "H", "H", "H", "H", "H", "C", "C", "C", "O", "H", "H", "H", "H", "H", "H", "H", "H", "C", "C", "C", "O", "H", "H", "H", "H", "H", "H", "H", "H", "C", "C", "C", "O", "H", "H", "H", "H", "H", "H", "H", "H", "C", "C", "C", "O", "H", "H", "H", "H", "H", "H", "H", "H", "C", "C", "C", "O", "H", "H", "H", "H", "H", "H", "H", "H", "O", "C", "C", "O", "H", "H", "H", "H", "H", "H", "O", "C", "C", "O", "H", "H", "H", "H", "H", "H", "O", "C", "C", "O", "H", "H", "H", "H", "H", "H", "O", "C", "C", "O", "H", "H", "H", "H", "H", "H", "O", "C", "C", "O", "H", "H", "H", "H", "H", "H"], "coordinates": [[-3.58, 3.34, 2.45], [-4.25, 2.50, 1.38], [-4.84, 1.22, 1.88], [-5.28, 3.35, 0.89], [-2.70, 2.83, 2.89], [-4.31, 3.40, 3.23], [-3.31, 4.34, 2.14], [-3.59, 2.20, 0.53], [-5.61, 1.43, 2.60], [-4.16, 0.52, 2.41], [-5.30, 0.65, 1.10], [-5.98, 2.81, 0.47], [0.27, -4.76, -0.77], [-1.18, -4.39, -0.24], [-2.19, -5.49, -0.58], [-1.13, -4.20, 1.15], [0.19, -4.92, -1.86], [0.56, -5.74, -0.38], [1.09, -4.06, -0.55], [-1.36, -3.43, -0.68], [-2.04, -5.77, -1.64], [-3.25, -5.25, -0.39], [-1.83, -6.35, 0.00], [-0.81, -5.06, 1.43], [3.44, -2.20, -1.24], [4.90, -2.40, -1.63], [5.36, -1.69, -2.93], [5.69, -1.95, -0.51], [3.33, -2.73, -0.29], [2.75, -2.61, -2.00], [3.16, -1.14, -1.13], [5.12, -3.48, -1.68], [6.36, -1.99, -3.29], [5.36, -0.64, -2.81], [4.59, -1.82, -3.72], [6.63, -2.02, -0.55], [4.23, 2.11, 2.42], [4.31, 0.57, 2.12], [2.99, -0.16, 2.24], [4.82, 0.48, 0.81], [5.20, 2.60, 2.15], [4.05, 2.17, 3.48], [3.39, 2.57, 1.89], [5.00, 0.19, 2.89], [2.53, -0.02, 3.18], [3.13, -1.22, 2.13], [2.23, 0.17, 1.49], [5.14, -0.41, 0.54], [-6.69, -1.10, -3.14], [-5.51, -0.95, -2.18], [-5.07, -2.27, -1.63], [-4.36, -0.44, -2.82], [-7.06, -0.16, -3.51], [-7.45, -1.70, -2.59], [-6.38, -1.74, -3.96], [-5.88, -0.32, -1.37], [-4.16, -2.23, -1.02], [-4.75, -2.91, -2.50], [-5.93, -2.81, -1.25], [-4.53, 0.34, -3.32], [-2.28, -0.46, 0.06], [-1.36, -0.51, -1.16], [0.04, -1.01, -0.68], [-1.76, -1.40, -2.24], [-2.20, -1.47, 0.52], [-3.33, -0.30, -0.19], [-1.98, 0.32, 0.72], [-1.33, 0.49, -1.66], [-0.17, -1.92, -0.13], [0.44, -0.32, 0.04], [0.76, -1.16, -1.44], [-2.56, -1.03, -2.65], [0.19, -1.26, 4.01], [-0.86, -2.24, 4.12], [-2.13, -1.49, 4.50], [-2.42, -0.50, 3.51], [-0.01, -0.68, 3.25], [-1.00, -2.76, 3.17], [-0.61, -2.97, 4.88], [-1.95, -1.09, 5.46], [-2.95, -2.19, 4.58], [-1.67, 0.04, 3.36], [-0.04, 1.44, 2.77], [0.12, 2.63, 3.57], [0.67, 2.15, 4.86], [-0.12, 1.15, 5.47], [0.26, 1.77, 1.91], [0.65, 3.41, 3.08], [-0.89, 3.03, 3.85], [0.70, 3.06, 5.49], [1.70, 1.79, 4.79], [0.06, 0.26, 5.10], [2.96, 1.74, -0.96], [3.71, 2.61, -1.85], [4.87, 3.30, -1.21], [5.93, 2.43, -0.89], [3.55, 1.39, -0.29], [4.13, 2.06, -2.72], [3.01, 3.39, -2.21], [4.51, 3.77, -0.26], [5.25, 4.08, -1.91], [5.64, 1.84, -0.22], [0.68, 3.58, -2.55], [0.05, 4.27, -1.43], [-0.24, 3.29, -0.31], [0.84, 2.82, 0.47], [0.04, 3.61, -3.26], [0.74, 5.09, -1.05], [-0.94, 4.74, -1.70], [-0.79, 2.42, -0.69], [-0.92, 3.78, 0.41], [1.47, 2.52, -0.26], [2.23, -0.72, -4.02], [0.93, -0.53, -4.35], [0.34, 0.85, -4.01], [1.22, 1.90, -4.55], [2.77, -0.06, -4.48], [0.72, -0.79, -5.37], [0.44, -1.29, -3.72], [0.29, 1.02, -2.93], [-0.68, 0.99, -4.42], [1.94, 1.83, -3.93]], "smiles": "CC(C)O.CC(C)O.CC(C)O.CC(C)O.CC(C)O.CC(C)O.OCCO.OCCO.OCCO.OCCO.OCCO", "homo_ev": -9.69, "charge": 0, "e_above_lowest_kj_mol": 48.7, "mol_weight_g_mol": 670.916, "lumo_ev": 0.24, "orbital_gap_ev": 9.93}

Entry 7:
{"formula": "C3H4N2", "method": "wB97M-V/def2-TZVPD", "symbols": ["C", "N", "N", "C", "C", "H", "H", "H", "H"], "coordinates": [[-1.18, -0.08, -0.05], [-0.91, -1.34, -0.05], [0.50, -1.49, 0.00], [1.06, -0.39, -0.07], [0.11, 0.70, -0.03], [-2.19, 0.33, 0.08], [2.19, -0.34, 0.09], [0.31, 1.39, -0.86], [0.12, 1.22, 0.91]], "smiles": "C1=NN=CC1", "homo_ev": -10.21, "charge": 0, "e_above_lowest_kj_mol": 177.5, "mol_weight_g_mol": 68.079, "lumo_ev": 0.87, "orbital_gap_ev": 11.08}

Entry 8:
{"formula": "C4H8O", "method": "wB97M-V/def2-TZVPD", "symbols": ["C", "C", "C", "C", "O", "H", "H", "H", "H", "H", "H", "H", "H"], "coordinates": [[0.17, -1.62, -0.03], [-0.44, 0.22, -0.33], [0.28, 1.52, -0.77], [-0.28, 0.05, 1.08], [0.72, 0.34, 1.71], [1.16, -1.70, -0.47], [0.31, -2.02, 1.01], [-0.57, -2.26, -0.48], [-1.46, 0.17, -0.71], [-0.07, 2.36, -0.13], [0.08, 1.83, -1.80], [1.34, 1.45, -0.56], [-1.24, -0.32, 1.47]], "homo_ev": -9.07, "charge": 0, "e_above_lowest_kj_mol": 278.5, "mol_weight_g_mol": 72.107, "lumo_ev": 0.86, "orbital_gap_ev": 9.92}

Entry 9:
{"formula": "C5H8O2S", "method": "wB97M-V/def2-TZVPD", "symbols": ["C", "C", "C", "O", "S", "C", "C", "O", "H", "H", "H", "H", "H", "H", "H", "H"], "coordinates": [[1.25, 1.00, 0.02], [0.05, 0.02, -0.19], [-1.12, 0.70, -0.92], [0.78, -1.23, -1.10], [0.00, -2.57, -0.88], [-0.02, -2.26, 0.91], [-0.37, -0.77, 1.01], [-0.89, -0.35, 2.02], [2.19, 0.49, 0.52], [1.01, 1.86, 0.62], [1.68, 1.42, -0.96], [-1.93, 0.01, -1.36], [-0.67, 1.30, -1.64], [-1.38, 1.29, 0.01], [0.84, -2.64, 1.39], [-0.68, -2.93, 1.41]], "smiles": "CC1(C)OSCC1=O", "homo_ev": -8.18, "charge": 0, "e_above_lowest_kj_mol": 234.1, "mol_weight_g_mol": 132.184, "lumo_ev": 0.64, "orbital_gap_ev": 8.82}

Entry 10:
{"formula": "C4H6O2", "method": "wB97M-V/def2-TZVPD", "symbols": ["C", "O", "C", "C", "C", "O", "H", "H", "H", "H", "H", "H"], "coordinates": [[-0.51, -1.29, -1.17], [-1.77, -1.15, -0.54], [-0.83, -0.07, -0.40], [-0.15, 0.69, 0.74], [1.27, 0.63, 1.14], [0.87, 1.43, 0.06], [0.04, -2.17, -0.83], [-0.43, -1.15, -2.26], [-1.19, 0.75, -1.03], [-0.78, 1.35, 1.37], [1.88, -0.25, 0.93], [1.62, 1.23, 1.98]], "smiles": "C1O[C@H]1[C@H]1CO1", "homo_ev": -10.31, "charge": 0, "e_above_lowest_kj_mol": 356.1, "mol_weight_g_mol": 86.090, "lumo_ev": 1.03, "orbital_gap_ev": 11.34}